{"formula": "C56H154N14O14", "method": "ωB97M-V/def2-TZVPD", "symbols": ["C", "C", "C", "O", "C", "N", "H", "H", "H", "H", "H", "H", "H", "H", "H", "H", "H", "C", "C", "C", "O", "C", "N", "H", "H", "H", "H", "H", "H", "H", "H", "H", "H", "H", "C", "C", "C", "O", "C", "N", "H", "H", "H", "H", "H", "H", "H", "H", "H", "H", "H", "C", "C", "C", "O", "C", "N", "H", "H", "H", "H", "H", "H", "H", "H", "H", "H", "H", "C", "C", "C", "O", "C", "N", "H", "H", "H", "H", "H", "H", "H", "H", "H", "H", "H", "C", "C", "C", "O", "C", "N", "H", "H", "H", "H", "H", "H", "H", "H", "H", "H", "H", "C", "C", "C", "O", "C", "N", "H", "H", "H", "H", "H", "H", "H", "H", "H", "H", "H", "C", "C", "C", "O", "C", "N", "H", "H", "H", "H", "H", "H", "H", "H", "H", "H", "H", "C", "C", "C", "O", "C", "N", "H", "H", "H", "H", "H", "H", "H", "H", "H", "H", "H", "C", "C", "C", "O", "C", "N", "H", "H", "H", "H", "H", "H", "H", "H", "H", "H", "H", "C", "C", "C", "O", "C", "N", "H", "H", "H", "H", "H", "H", "H", "H", "H", "H", "H", "C", "C", "C", "O", "C", "N", "H", "H", "H", "H", "H", "H", "H", "H", "H", "H", "H", "C", "C", "C", "O", "C", "N", "H", "H", "H", "H", "H", "H", "H", "H", "H", "H", "H", "C", "C", "C", "O", "C", "N", "H", "H", "H", "H", "H", "H", "H", "H", "H", "H", "H"], "xyz": [[-5.660, -1.000, 3.369], [-6.791, -1.333, 2.436], [-6.576, -2.643, 1.774], [-5.169, -2.950, 1.460], [-4.733, -2.234, 0.316], [-7.993, -1.250, 3.173], [-5.752, -0.260, 4.164], [-4.660, -1.063, 2.941], [-5.563, -1.905, 3.967], [-6.690, -0.592, 1.644], [-7.204, -2.734, 0.888], [-6.803, -3.512, 2.393], [-3.687, -1.930, 0.347], [-5.305, -1.318, 0.171], [-4.783, -2.951, -0.504], [-7.756, -0.431, 3.714], [-8.014, -2.002, 3.848], [1.523, -5.949, -4.513], [0.503, -4.949, -3.938], [1.068, -3.981, -2.943], [1.236, -4.530, -1.642], [1.490, -3.667, -0.595], [-0.080, -4.199, -5.074], [1.883, -6.518, -3.656], [2.446, -5.536, -4.918], [1.106, -6.655, -5.231], [-0.318, -5.520, -3.505], [0.340, -3.188, -2.776], [1.926, -3.372, -3.225], [2.114, -2.804, -0.830], [1.975, -4.234, 0.200], [0.571, -3.340, -0.108], [-0.657, -3.485, -4.652], [0.678, -3.619, -5.405], [1.127, 2.471, 1.127], [0.851, 0.983, 0.662], [0.542, 0.661, -0.821], [0.296, -0.757, -0.922], [-1.045, -1.159, -1.064], [1.777, 0.025, 1.216], [0.569, 2.767, 2.016], [0.914, 3.222, 0.367], [2.176, 2.629, 1.378], [-0.047, 0.531, 1.082], [1.357, 0.989, -1.466], [-0.228, 1.183, -1.390], [-1.564, -0.823, -1.962], [-1.596, -0.870, -0.170], [-1.042, -2.249, -1.080], [1.292, -0.801, 0.896], [2.506, -0.093, 0.527], [-2.042, 3.243, 3.117], [-3.167, 2.298, 3.375], [-4.506, 2.995, 3.197], [-5.527, 2.269, 3.868], [-6.778, 2.854, 3.846], [-2.889, 1.300, 2.341], [-2.008, 3.599, 2.087], [-1.081, 2.736, 3.208], [-2.171, 4.172, 3.672], [-2.966, 1.841, 4.344], [-4.752, 3.306, 2.181], [-4.331, 3.912, 3.760], [-7.301, 2.603, 4.769], [-7.289, 2.420, 2.987], [-6.714, 3.936, 3.731], [-3.010, 1.880, 1.523], [-3.653, 0.638, 2.337], [-6.290, -6.003, -3.968], [-4.828, -6.011, -3.673], [-4.069, -4.693, -3.225], [-4.085, -3.873, -4.291], [-3.665, -2.506, -4.237], [-4.572, -7.093, -2.691], [-6.647, -5.006, -4.224], [-6.810, -6.495, -3.145], [-6.415, -6.582, -4.883], [-4.334, -6.479, -4.525], [-3.027, -4.998, -3.133], [-4.528, -4.233, -2.350], [-4.353, -1.908, -3.639], [-3.565, -2.145, -5.261], [-2.639, -2.534, -3.873], [-5.241, -6.984, -1.943], [-4.894, -7.968, -3.080], [-1.618, 4.593, -0.188], [-2.703, 4.702, -1.261], [-4.096, 4.188, -0.764], [-3.996, 2.765, -0.451], [-3.917, 1.896, -1.614], [-2.795, 6.072, -1.725], [-0.684, 5.055, -0.507], [-1.417, 3.580, 0.161], [-1.808, 5.276, 0.640], [-2.376, 4.103, -2.111], [-4.838, 4.360, -1.544], [-4.465, 4.791, 0.065], [-4.375, 0.972, -1.262], [-2.939, 1.599, -1.991], [-4.412, 2.172, -2.546], [-3.497, 6.328, -1.046], [-3.439, 6.025, -2.502], [0.654, 5.255, -3.346], [1.620, 4.203, -3.791], [2.471, 4.572, -5.006], [2.723, 3.363, -5.766], [1.807, 3.177, -6.937], [2.450, 3.770, -2.612], [1.162, 6.148, -2.980], [-0.036, 4.742, -2.676], [0.092, 5.577, -4.222], [0.991, 3.343, -4.022], [3.498, 4.785, -4.711], [1.995, 5.335, -5.622], [1.049, 2.395, -6.913], [2.503, 3.030, -7.763], [1.306, 4.074, -7.299], [2.798, 2.861, -2.882], [3.290, 4.331, -2.615], [4.921, -4.482, 2.292], [3.922, -3.687, 3.089], [3.695, -3.939, 4.556], [3.275, -5.279, 4.952], [2.425, -6.080, 4.161], [4.271, -2.328, 2.779], [5.121, -4.097, 1.292], [4.511, -5.489, 2.209], [5.868, -4.478, 2.832], [2.920, -3.689, 2.659], [2.902, -3.286, 4.921], [4.552, -3.712, 5.190], [1.799, -6.790, 4.701], [2.892, -6.589, 3.317], [1.751, -5.381, 3.667], [3.508, -1.876, 2.294], [4.491, -1.911, 3.672], [4.629, 1.771, -0.986], [5.458, 0.549, -0.535], [6.106, 0.743, 0.837], [6.942, 1.904, 0.842], [8.165, 1.675, 1.344], [4.532, -0.614, -0.523], [3.857, 2.018, -0.258], [4.125, 1.640, -1.943], [5.225, 2.681, -0.922], [6.074, 0.458, -1.429], [6.562, -0.200, 1.139], [5.348, 0.952, 1.591], [8.434, 2.678, 1.676], [8.798, 1.149, 0.630], [8.027, 1.187, 2.309], [5.234, -1.271, -0.214], [4.314, -0.912, -1.463], [2.154, -0.181, -4.111], [2.934, -0.889, -5.197], [4.134, -1.706, -4.730], [5.027, -0.842, -4.094], [6.316, -1.235, -3.801], [1.843, -1.695, -5.737], [1.823, -0.901, -3.363], [1.457, 0.584, -4.455], [2.848, 0.427, -3.532], [3.223, -0.144, -5.938], [4.577, -2.270, -5.551], [3.703, -2.387, -3.997], [6.258, -1.934, -2.966], [6.926, -0.378, -3.517], [6.854, -1.808, -4.556], [1.009, -1.125, -5.743], [2.097, -1.786, -6.710], [-2.266, 1.050, -4.919], [-1.306, 1.441, -5.996], [-1.315, 0.507, -7.205], [-0.666, -0.666, -6.761], [-0.697, -1.810, -7.608], [-1.668, 2.759, -6.305], [-3.290, 1.309, -5.190], [-2.009, 1.638, -4.038], [-2.263, -0.027, -4.753], [-0.319, 1.366, -5.541], [-0.857, 0.762, -8.160], [-2.320, 0.223, -7.518], [-1.715, -2.018, -7.936], [-0.423, -2.690, -7.027], [-0.100, -1.659, -8.507], [-1.612, 3.495, -5.616], [-2.608, 2.832, -6.668], [-1.448, -2.367, 2.353], [-1.281, -3.049, 3.717], [-2.732, -3.178, 4.278], [-2.686, -3.601, 5.665], [-3.938, -3.524, 6.353], [-0.509, -4.253, 3.500], [-1.803, -3.012, 1.549], [-0.583, -1.713, 2.239], [-2.235, -1.616, 2.276], [-0.773, -2.329, 4.358], [-3.463, -3.719, 3.677], [-3.148, -2.174, 4.362], [-3.944, -4.077, 7.292], [-4.700, -4.024, 5.755], [-4.362, -2.544, 6.573], [-1.034, -4.794, 2.828], [0.392, -4.067, 3.084], [0.469, 5.873, 3.382], [0.413, 6.172, 4.908], [1.787, 6.126, 5.562], [1.934, 6.446, 6.978], [1.731, 7.815, 7.426], [-0.111, 7.599, 4.930], [-0.501, 6.062, 2.922], [0.680, 4.803, 3.378], [1.245, 6.477, 2.913], [-0.295, 5.510, 5.406], [2.475, 6.714, 4.955], [2.139, 5.095, 5.503], [0.661, 8.019, 7.389], [2.371, 8.541, 6.925], [2.080, 7.723, 8.455], [0.608, 8.234, 4.615], [-0.769, 7.653, 4.165], [5.216, 1.438, 4.683], [3.974, 0.624, 4.295], [3.478, -0.203, 5.506], [4.391, -1.232, 5.641], [4.384, -1.746, 6.965], [2.948, 1.616, 3.925], [5.078, 1.655, 5.742], [5.231, 2.324, 4.049], [6.150, 0.898, 4.522], [4.357, 0.084, 3.429], [2.508, -0.698, 5.457], [3.335, 0.417, 6.391], [5.057, -2.551, 7.262], [3.478, -2.340, 7.080], [4.515, -1.041, 7.786], [2.211, 1.157, 3.410], [3.208, 2.236, 3.171]], "forces_ev_per_angstrom": [[1.78, -2.21, 1.26], [2.38, 1.21, -0.61], [1.40, -2.15, -0.46], [-1.09, 1.02, 0.33], [0.16, -0.45, -0.25], [-1.41, 0.59, 0.03], [-0.28, 0.71, -0.82], [-0.04, 0.83, -0.36], [-0.12, -0.50, 0.52], [-0.96, 0.38, -0.19], [0.06, 0.02, -0.27], [-0.40, 0.22, 0.47], [0.14, -0.09, 0.62], [-0.14, -0.13, -0.36], [-0.34, 0.45, -0.54], [-1.11, 0.32, 0.52], [-0.02, -0.29, 0.15], [0.22, -0.34, 1.19], [0.32, -0.50, -1.76], [-0.73, 1.45, 2.02], [0.51, -1.67, -0.95], [-0.02, 0.10, 1.04], [0.24, 0.00, 0.48], [0.00, -0.35, 0.07], [-0.25, 0.58, -0.26], [-0.22, 0.23, 0.02], [0.11, 0.00, 0.37], [-0.64, 0.26, -0.41], [0.60, -0.60, -0.51], [0.01, 0.13, -0.25], [0.39, -0.18, -0.10], [-0.29, 0.47, -0.24], [-0.68, 0.16, 0.01], [0.48, 0.16, -0.48], [-0.12, -0.74, -0.70], [-2.05, 0.87, 0.29], [0.52, 0.39, -0.78], [0.78, 0.58, -0.65], [-0.10, -0.25, 0.69], [0.88, -0.73, -0.80], [-0.13, -0.38, -0.06], [-0.15, -0.19, -0.22], [0.15, -0.33, -0.15], [-0.86, 1.32, 0.66], [0.90, -0.79, 0.00], [-0.90, 0.36, 0.96], [0.22, 0.38, -0.17], [-0.40, 0.22, 0.01], [0.04, -0.05, -0.08], [-0.25, -1.04, 0.80], [1.46, 0.54, 0.08], [0.46, 1.58, -0.19], [0.82, -0.71, -1.35], [0.41, 0.37, 2.08], [1.44, -0.54, 0.04], [-0.43, -0.06, -0.55], [-0.59, -0.55, 0.17], [-0.45, -0.21, -0.15], [-0.09, 0.21, 0.68], [0.59, -0.05, 0.56], [-0.83, 0.12, 0.28], [0.04, -0.54, -0.35], [-0.50, 0.62, 0.11], [-0.08, 0.04, -0.02], [-0.66, 0.30, -0.08], [-0.14, 0.18, 0.08], [0.03, -0.52, -0.94], [-0.17, -0.29, -0.22], [-0.40, 0.79, -0.92], [1.59, -1.11, 1.02], [-0.22, -2.21, -0.18], [-1.25, 2.13, -3.26], [0.49, -1.58, 0.22], [0.16, 0.25, 0.72], [-0.33, 0.06, 0.32], [-0.45, 0.44, -0.15], [-0.43, -0.22, 0.12], [0.45, 1.07, -0.44], [0.17, -0.22, 1.21], [0.11, -0.16, 0.47], [0.20, 0.22, 0.05], [-0.51, -0.02, 0.03], [0.14, 0.56, 0.60], [0.07, 0.27, 0.61], [0.24, -0.23, -0.44], [0.19, 0.73, -0.04], [0.46, -1.17, 0.46], [1.55, -1.15, -1.10], [-0.26, 0.96, -0.98], [-0.37, -0.66, 0.66], [-1.05, 0.01, 0.65], [0.16, -0.41, -0.70], [-0.18, 0.08, -0.07], [-0.67, -0.28, 0.47], [-0.18, -0.36, -0.09], [-0.04, -0.25, -0.35], [0.26, -0.43, 0.64], [-0.15, -0.14, -0.09], [0.72, 0.52, 0.66], [-0.55, 0.81, 0.35], [0.01, 1.71, 0.61], [0.16, 0.08, -1.13], [-0.19, 0.18, -0.77], [0.57, -0.04, 1.03], [0.06, -1.99, -0.08], [-2.00, 0.17, -1.75], [1.76, 0.68, -0.05], [-0.51, -0.16, -1.05], [-0.18, -0.08, 0.58], [0.05, 0.75, 0.39], [-0.31, 0.07, -0.01], [0.18, -0.21, -0.44], [-0.17, 0.90, 0.21], [0.22, 0.13, -0.05], [0.33, -0.13, 0.67], [0.02, -0.72, -0.06], [-0.20, 0.42, 0.87], [0.12, -0.39, 0.17], [0.18, 0.37, 0.26], [-0.34, -1.68, 0.65], [-0.90, 0.50, -1.90], [-0.74, -1.27, 0.69], [1.28, -0.58, 0.56], [-0.62, 1.76, -1.35], [0.73, 1.31, 1.06], [-0.42, 0.23, 0.18], [0.60, -0.46, -0.14], [0.12, -0.23, 0.02], [-0.23, -1.30, -0.33], [-0.15, 0.39, -0.30], [0.26, -0.28, -0.23], [0.45, 0.23, 0.56], [0.63, -0.28, 0.21], [-0.53, -0.30, -0.02], [0.09, 0.58, 0.38], [-0.11, 0.93, -0.29], [-0.05, 0.62, 1.50], [-2.38, 1.55, -1.80], [-0.72, 0.51, -0.83], [-2.91, -0.75, -1.71], [0.85, 0.74, 1.86], [1.34, 0.06, 1.09], [-0.40, -0.42, 0.15], [0.44, -0.11, -0.05], [0.31, -0.03, -0.69], [1.35, -0.34, 0.64], [0.71, 0.12, 0.10], [-0.48, -0.25, -0.11], [1.31, 0.01, -0.50], [0.56, 0.08, 0.31], [0.64, -0.84, 0.11], [-0.59, -1.37, 0.34], [-0.05, 0.29, -0.44], [2.41, 1.20, 1.84], [-1.59, 0.97, 0.04], [-1.07, 0.03, 0.49], [-0.25, 1.58, -0.66], [0.41, -1.19, 0.75], [1.21, -1.14, -1.23], [-0.82, -0.02, -0.24], [-0.46, -0.65, -0.23], [0.31, 0.23, 0.21], [0.50, 0.15, -0.01], [0.19, -0.03, -0.13], [0.22, -0.62, 0.13], [0.33, -0.09, 0.53], [-0.24, 0.07, -0.06], [-0.20, 0.18, -0.70], [-0.21, 0.04, -0.06], [-0.48, -0.62, -0.50], [-0.59, -1.50, 0.39], [-0.27, -0.41, 0.44], [-0.25, -1.16, -0.33], [0.41, -1.03, 0.55], [-0.85, 0.52, 0.20], [0.44, 2.62, -2.46], [-0.05, 0.08, -0.09], [-0.08, -0.25, 0.25], [0.14, -0.19, 0.59], [0.33, 0.29, -0.34], [0.46, 1.12, 0.17], [-0.60, 0.18, 0.30], [-0.31, 0.15, -0.11], [0.43, 0.22, -0.11], [0.33, -0.09, -0.02], [0.35, -0.37, 0.58], [-0.15, -0.18, -0.08], [-0.75, 1.58, 0.21], [-1.75, 0.86, -1.13], [0.79, 0.45, 1.93], [-0.48, -0.26, 0.28], [-0.24, -0.78, -0.87], [-0.52, -0.74, 1.04], [1.03, -0.47, -0.15], [0.45, -0.61, -1.02], [-0.39, 0.32, 0.77], [0.18, -0.35, 0.25], [0.23, -0.64, -0.16], [0.21, 0.39, -0.57], [0.71, 0.01, -0.01], [-0.24, -0.13, -0.26], [0.58, 0.58, -0.21], [0.13, -0.37, -0.14], [-0.03, 0.35, -0.06], [0.47, -1.35, 1.73], [-0.44, 2.71, -1.20], [0.14, -0.29, 0.84], [-0.33, 0.32, -1.33], [0.02, -1.88, 0.15], [-0.30, -0.63, 0.81], [0.08, -0.10, 0.02], [0.21, -0.14, -1.01], [0.01, -0.19, -0.10], [-0.03, 0.12, 0.09], [0.17, 0.40, 0.01], [0.07, -0.06, 0.04], [0.21, 0.52, -0.10], [-0.18, 0.03, -0.37], [-0.19, 0.41, 0.11], [0.53, 0.00, 0.16], [-0.45, 0.06, 0.12], [-0.34, -0.35, 0.43], [0.03, 1.58, -0.22], [-0.68, 0.19, -1.32], [2.35, -0.75, 1.88], [-0.78, -1.29, 0.44], [-0.81, -0.40, -0.03], [0.52, 0.64, -0.02], [0.14, 0.17, 0.31], [-0.05, -0.14, 0.17], [-0.83, -0.88, 0.09], [-0.61, 0.26, -0.90], [0.70, 0.41, 0.14], [1.10, 0.18, -1.24], [-0.81, 0.54, 0.36], [-0.35, 0.64, -0.39], [-0.55, -0.71, 0.30], [1.05, 0.29, 0.20]], "mulliken_spin": [0.0105, 0.0121, -0.0135, -0.0082, -0.0529, -0.0176, 0.0069, -0.0051, 0.0000, 0.0380, -0.0127, 0.0026, 0.0667, -0.0231, 0.0393, -0.0022, -0.0015, -0.0003, 0.0038, 0.0188, -0.0011, 0.0004, -0.0101, -0.0004, 0.0001, -0.0004, 0.0017, 0.0074, -0.0059, 0.0001, 0.0003, -0.0041, 0.0077, -0.0096, -0.0557, 0.0730, -0.2339, -0.1441, -0.6850, -0.0031, -0.0099, 0.0293, -0.0032, 0.0040, 0.0042, 0.4669, 0.1744, 0.0765, 0.0399, 0.0051, 0.0022, 0.0265, -0.0652, -0.0261, -0.0339, 0.0666, 0.0173, 0.0090, 0.0025, -0.0071, -0.0042, 0.0549, -0.0193, 0.0033, -0.0018, -0.0100, -0.0301, 0.0270, 0.0172, -0.0291, 0.0466, -0.2114, 0.0864, 0.0021, -0.0070, 0.0017, 0.0044, -0.0028, 0.0161, -0.0053, 0.2405, -0.0200, 0.0196, -0.0012, -0.0007, -0.1708, -0.8121, 1.3787, -1.2284, 1.0256, 0.0795, -0.0347, 0.1175, 0.0934, 0.4280, -0.0161, 0.3181, -0.0895, -0.2808, 0.0463, -0.0401, -0.3674, 0.0980, -0.6545, 0.0902, -0.0194, 0.1815, 0.0403, -0.0443, 0.2279, -0.0710, 0.3046, -0.0012, 0.0409, -0.0455, -0.0103, 0.0037, 0.0240, -0.0050, 0.0009, -0.0003, 0.0010, 0.0000, 0.0013, 0.0019, -0.0003, 0.0002, 0.0001, -0.0012, -0.0001, 0.0000, 0.0000, 0.0000, -0.0006, -0.0021, 0.0002, -0.0051, -0.0044, 0.0036, -0.0004, 0.0001, 0.0000, 0.0080, 0.0023, 0.0008, -0.0003, 0.0004, 0.0001, 0.0001, -0.0001, 0.0000, 0.0006, -0.0004, -0.0700, 0.0167, -0.0042, -0.0012, -0.0001, -0.0271, -0.0063, 0.0452, -0.0104, 0.0104, -0.0002, 0.0013, -0.0002, -0.0005, 0.0001, 0.0208, 0.0007, 1.1277, -1.4418, 0.7605, -0.3627, 0.0385, 0.5909, -0.0359, -0.0416, 0.0336, 0.2949, 0.1537, -0.0598, -0.0182, 0.0207, 0.0047, 0.1104, -0.7433, 0.0190, -0.0016, 0.0011, 0.0000, -0.0002, 0.0002, 0.0022, -0.0014, -0.0010, -0.0001, -0.0002, -0.0010, 0.0000, 0.0001, 0.0001, -0.0001, -0.0001, -0.0017, 0.0024, -0.0007, 0.0000, 0.0003, 0.0012, 0.0064, 0.0079, -0.0033, 0.0012, -0.0008, -0.0002, -0.0001, -0.0002, 0.0001, 0.0005, -0.0055, 0.0004, -0.0011, 0.0009, 0.0003, 0.0000, 0.0007, 0.0004, -0.0002, 0.0001, -0.0032, 0.0006, 0.0001, 0.0000, 0.0000, 0.0000, 0.0013, 0.0004], "charge": -1, "e_tot_ha": -4045.33385, "multiplicity": 2, "fmax_ev_per_a": 4.09, "homo_energy_ev": [0.2, -6.7], "relative_energy_kj_mol": 558.1}